1.
Density functional theory data (ωB97M-V/def2-TZVPD) for a 4-piece molecular cluster, C4H16O3 overall at a distorted geometry.

```
! wB97M-V def2-TZVPD RIJCOSX def2/J DEFGRID3
* xyz 0 1
C -0.43 0.33 -1.93
C 0.12 -0.83 -1.08
C -0.63 -1.56 0.08
C 0.13 -1.41 1.52
H -0.67 1.17 -1.12
H 0.32 0.66 -2.70
H -1.42 0.07 -2.47
H 0.47 -1.55 -1.81
H 1.03 -0.46 -0.60
H -0.79 -2.65 0.06
H -1.59 -1.15 0.41
H 0.29 -0.35 1.59
H -0.36 -1.71 2.43
H 1.14 -1.78 1.32
O 1.36 1.45 0.90
H 1.02 2.30 0.68
H 2.27 1.26 0.60
O -4.63 1.83 -0.60
H -4.76 2.03 0.34
H -5.43 1.36 -0.89
O 4.20 0.65 1.21
H 4.03 -0.10 1.81
H 4.33 0.44 0.24
*
```

As for the SMILES: CCCC.O.O.O. The calculation puts the lowest unoccupied orbital energy at 0.57 eV.

***

2.
Density functional theory data (ωB97M-V/def2-TZVPD) for one molecule with the formula C23H33NO5.

```
! wB97M-V def2-TZVPD RIJCOSX def2/J DEFGRID3
* xyz 0 1
C 3.28 3.13 0.54
C 1.87 3.17 -0.02
C 1.77 2.61 -1.43
C 1.82 1.07 -1.51
C 0.53 0.46 -1.02
C -0.54 0.47 -1.84
C -1.83 -0.05 -1.48
C -2.93 0.03 -2.29
C -4.22 -0.41 -1.87
O -5.26 -0.17 -2.47
C -4.28 -1.30 -0.60
C -4.36 -2.76 -1.06
O -5.50 -1.01 0.09
C -5.51 0.20 0.65
O -4.55 0.94 0.64
C -6.86 0.51 1.26
C -6.77 1.63 2.28
C -3.13 -1.16 0.38
O -3.23 -1.56 1.52
C -1.88 -0.60 -0.16
C -0.78 -0.57 0.64
N 0.41 -0.06 0.25
C 1.50 -0.19 1.21
C 2.07 -1.61 1.24
C 2.89 -1.91 -0.03
O 3.96 -1.01 -0.18
C 5.19 -1.39 0.44
C 6.01 -2.29 -0.48
C 5.94 -0.10 0.76
H 3.93 3.78 -0.03
H 3.30 3.46 1.58
H 3.70 2.12 0.49
H 1.18 2.63 0.64
H 1.54 4.21 -0.03
H 2.60 3.01 -2.02
H 0.84 2.95 -1.89
H 2.69 0.69 -0.98
H 1.93 0.80 -2.56
H -0.44 0.89 -2.83
H -2.87 0.53 -3.24
H -3.45 -3.02 -1.60
H -4.46 -3.40 -0.18
H -5.22 -2.88 -1.70
H -7.25 -0.40 1.70
H -7.51 0.80 0.44
H -6.15 1.33 3.12
H -7.75 1.89 2.65
H -6.31 2.51 1.83
H -0.84 -0.97 1.64
H 2.30 0.51 0.96
H 1.11 0.07 2.20
H 1.27 -2.34 1.33
H 2.72 -1.70 2.11
H 3.25 -2.95 0.01
H 2.26 -1.80 -0.91
H 4.97 -1.92 1.38
H 6.94 -2.58 0.02
H 6.25 -1.76 -1.39
H 5.46 -3.19 -0.73
H 6.91 -0.33 1.20
H 6.09 0.47 -0.15
H 5.38 0.51 1.47
*
```

As for the SMILES: CCCCC1=CC2=CC(=O)[C@](C)(OC(=O)CC)C(=O)C2=CN1CCCOC(C)C. The calculation puts the lowest unoccupied orbital energy at 0.24 eV.

***

3.
Density functional theory data (ωB97M-V/def2-TZVPD) for C25H22N4OS2SeW as an isolated structure at a distorted geometry.

```
! wB97M-V def2-TZVPD RIJCOSX def2/J DEFGRID3
* xyz 2 1
W 0.60 -1.28 -0.20
S 0.02 -1.71 2.01
C -1.60 -1.81 1.39
C -2.70 -1.23 2.04
C -3.90 -1.13 1.38
C -5.01 -0.46 2.04
N -5.85 0.12 2.57
C -4.04 -1.63 0.06
C -2.99 -2.23 -0.57
C -1.75 -2.35 0.09
S -0.45 -3.31 -0.67
C -5.29 -1.47 -0.65
N -6.27 -1.34 -1.25
H -2.59 -0.82 3.03
H -3.12 -2.62 -1.57
C 1.11 -1.46 -3.79
O 0.19 -1.29 -2.65
H 0.52 -1.59 -4.69
H 1.75 -2.32 -3.63
H 1.70 -0.56 -3.88
H -0.46 -2.00 -2.69
Se -1.54 0.79 -1.95
N -0.61 0.49 -0.38
C -1.20 1.27 0.56
C -0.85 1.40 1.94
C -1.62 2.19 2.73
C -2.78 2.91 2.26
C -3.14 2.84 0.97
C -2.35 2.02 0.08
N -2.64 1.90 -1.19
H 0.01 0.90 2.34
H -1.34 2.30 3.77
H -3.35 3.51 2.96
H -3.99 3.38 0.57
C 3.67 -0.70 1.85
C 3.36 -0.81 0.35
C 4.67 -1.01 -0.43
C 2.39 -1.95 0.16
C 2.60 0.40 -0.20
C 2.35 1.55 0.54
C 1.85 2.69 -0.08
C 1.59 2.69 -1.45
C 1.82 1.55 -2.19
C 2.31 0.40 -1.57
H 4.14 -1.62 2.20
H 2.78 -0.52 2.46
H 4.38 0.12 2.02
H 5.29 -1.76 0.07
H 5.23 -0.07 -0.45
H 4.51 -1.34 -1.46
H 2.75 -2.94 0.40
H 2.60 1.59 1.59
H 1.68 3.59 0.50
H 1.24 3.59 -1.94
H 1.67 1.56 -3.27
H 2.66 -0.41 -2.17
*
```

The calculation puts the lowest unoccupied orbital energy at -8.43 eV.

***

4.
Density functional theory data (ωB97M-V/def2-TZVPD) for C5H7N3 as an isolated structure at a distorted geometry.

```
! wB97M-V def2-TZVPD RIJCOSX def2/J DEFGRID3
* xyz 0 1
C 0.89 0.07 -2.05
C 0.57 0.53 -0.79
C 0.41 1.86 -0.33
C -0.35 1.76 1.03
C -0.21 -1.74 0.16
H 2.28 -0.25 -2.37
H -0.02 -0.92 -2.07
H 0.66 0.80 -3.33
H 1.05 2.75 -0.71
H -0.69 2.21 1.90
H 0.85 -2.18 -0.45
H -1.31 -1.66 1.64
N -0.53 0.44 1.18
N -0.09 -0.32 0.20
N -0.90 -2.35 1.09
*
```

The calculation puts the lowest unoccupied orbital energy at -0.05 eV.